Formula: C16H52N4O8
Source: the Open Molecules 2025 dataset
Level of theory: ωB97M-V/def2-TZVPD

Structure (XYZ):
```
80
Properties=species:S:1:pos:R:3:mulliken_charge:R:1
O -3.977 3.045 -3.430 -0.39
O 3.235 -3.569 -1.916 -0.45
O -3.476 -2.146 2.603 -0.31
O 3.479 1.508 -0.934 -0.69
O 0.911 -2.746 -1.515 -0.76
O 1.732 1.540 3.905 -0.12
O 1.307 1.828 -2.504 -0.63
O 1.217 -0.371 -0.432 -0.50
N 2.053 3.305 7.075 -0.48
N 1.816 -3.651 -4.402 -0.69
N -1.659 -2.678 -0.498 -0.73
N -3.181 4.405 -0.835 -0.84
C 1.563 2.293 6.113 0.27
C 2.045 2.559 4.702 -0.42
C -2.084 -1.888 0.568 0.76
C -3.249 2.405 -2.325 -0.74
C -3.143 -2.655 1.310 -0.75
C 0.043 2.185 6.299 -1.46
C -2.410 3.417 -1.548 0.76
C 3.164 -1.541 -4.413 -1.07
C -4.934 2.224 -4.083 -0.77
C -4.148 -3.076 3.466 -0.76
C 3.917 -3.675 -3.117 -0.88
C 3.996 -4.032 -0.756 -0.88
C 3.215 -3.096 -4.422 0.19
C -1.346 2.936 -0.453 -0.83
C -2.624 -0.540 -0.083 -1.21
C 2.139 1.669 2.549 -0.61
H -4.016 1.983 -1.676 0.40
H -0.357 3.177 6.093 0.45
H 0.661 0.214 -0.947 0.13
H -2.601 5.072 -0.347 0.23
H -2.727 -3.626 1.579 0.37
H -1.300 -1.643 1.284 0.17
H 4.211 -5.067 -1.024 0.35
H 4.089 -1.057 -4.100 0.38
H -1.201 -3.500 -0.128 0.36
H -5.019 -3.587 3.057 0.28
H 2.910 1.666 -1.688 0.41
H -4.542 1.310 -4.529 0.31
H 4.926 -3.264 -3.088 0.46
H 2.148 0.789 1.906 0.14
H -1.874 0.012 -0.649 -0.12
H 1.774 -3.053 -1.792 0.44
H -1.889 4.043 -2.274 0.26
H 3.697 -3.584 -5.270 0.35
H 3.055 2.963 4.638 0.47
H 1.383 3.393 4.467 0.35
H 0.692 -3.292 -0.760 0.21
H 2.841 -1.051 -5.332 0.37
H -3.339 -0.915 -0.815 0.41
H 3.389 -3.960 0.146 0.29
H -0.246 1.907 7.312 0.42
H 2.585 -1.212 -3.551 0.14
H 4.151 -4.738 -3.181 0.50
H 1.337 -3.174 -5.152 0.30
H -3.092 0.186 0.582 0.50
H 1.237 -3.225 -3.692 0.14
H 1.201 3.358 7.614 0.33
H -3.720 4.889 -1.539 0.26
H 1.234 -1.187 -0.931 0.48
H -1.868 2.258 0.222 0.35
H 2.183 4.198 6.622 0.30
H -2.690 1.540 -2.682 0.37
H -0.793 3.601 0.210 0.48
H 1.775 2.100 -3.293 0.33
H -0.828 -2.253 -0.885 0.32
H 0.780 2.590 -2.262 0.27
H 1.340 2.309 2.176 0.31
H -4.490 -2.469 4.304 0.22
H 4.924 -3.461 -0.777 0.32
H 3.065 0.780 -0.470 0.34
H 3.131 2.050 2.305 0.37
H -4.063 -2.807 0.745 0.29
H -0.557 1.482 5.720 0.36
H -3.339 -3.773 3.689 0.34
H -0.604 2.309 -0.947 -0.44
H -5.509 2.809 -4.800 0.29
H -5.726 1.885 -3.415 0.32
H 2.067 1.371 6.405 0.27
```

## Properties
F_max = 3.7 eV/A
ΔE to the lowest compared entry with this formula, charge and spin = 1.7844 eV
Charge = +1
Spin multiplicity = 2
Kohn-Sham gap (spin up / spin down) = 8.43 / 1.96 eV
LUMO energy (spin up / spin down) = -2.494 / -8.964 eV
Calculated total energy = -39761.73013 eV
HOMO energy (spin up / spin down) = -10.9246 / -10.9225 eV